Computed, not measured: a 8-piece molecular cluster, C48H120N8O16 overall at a distorted geometry, with wB97M-V/def2-TZVPD.

Last column: Mulliken charge in e.
CARTESIAN COORDINATES (ANGSTROEM)
C  9.7486  -10.0941  -19.4221  -0.82
O  9.3650  -10.9590  -18.3614  -0.04
C  10.0628  -10.6004  -17.1374  -0.89
C  9.4016  -11.4789  -16.0265  0.55
N  10.1122  -11.3900  -14.7766  -0.29
C  9.6284  -12.3559  -13.8008  -0.34
C  10.4434  -12.4874  -12.5452  0.13
O  11.8677  -12.6601  -12.8210  -0.36
C  12.6463  -11.5639  -12.5954  -0.86
H  8.8288  -9.6653  -19.8199  0.20
H  10.1644  -10.4858  -20.3505  0.12
H  10.4595  -9.3106  -19.1597  0.40
H  9.9906  -9.5567  -16.8315  0.52
H  11.1383  -10.7094  -17.2769  0.37
H  9.5215  -12.5340  -16.2724  -0.43
H  8.4042  -11.1695  -15.7140  -0.05
H  11.1087  -11.3742  -14.9404  0.26
H  9.6330  -13.3306  -14.2887  0.11
H  8.5767  -12.1167  -13.6432  0.24
H  10.0105  -13.1374  -11.7848  -0.18
H  10.3286  -11.5434  -12.0126  0.23
H  12.9694  -11.4454  -11.5611  0.27
H  12.0872  -10.6892  -12.9276  0.35
H  13.5397  -11.5993  -13.2188  0.32
C  10.6988  -14.2382  -8.8292  -0.43
O  9.7656  -13.6136  -8.0862  -0.27
C  8.4547  -14.0366  -8.5520  -0.47
C  7.2117  -13.5348  -7.7694  -0.51
N  7.3770  -14.2063  -6.4719  -0.44
C  6.6357  -13.6233  -5.3881  -0.59
C  7.3124  -12.2225  -5.1090  -0.53
O  6.6427  -11.1316  -5.7611  -0.29
C  5.9079  -10.2596  -4.9164  -0.91
H  10.8495  -15.3162  -8.7722  0.30
H  11.6401  -13.7569  -8.5639  0.39
H  10.6373  -14.1317  -9.9122  0.01
H  8.3849  -15.1241  -8.5768  0.16
H  8.4298  -13.7803  -9.6112  0.44
H  6.2427  -13.8168  -8.1812  0.35
H  7.1588  -12.4512  -7.6640  0.32
H  8.3737  -14.2197  -6.3092  0.25
H  6.6713  -14.1060  -4.4114  0.30
H  5.6621  -13.4148  -5.8316  0.41
H  8.2893  -12.1337  -5.5843  0.14
H  7.5230  -11.9051  -4.0877  0.57
H  5.1627  -10.9447  -4.5121  0.38
H  5.4024  -9.4332  -5.4160  0.28
H  6.2514  -9.8284  -3.9761  0.31
C  15.5827  -15.8959  -18.5822  -0.80
O  14.5272  -14.9898  -18.2810  -0.31
C  13.7195  -14.4592  -19.3843  -0.63
C  12.2921  -14.1724  -18.7828  -0.41
N  11.7319  -15.3298  -18.2181  -0.41
C  10.7172  -14.9065  -17.2086  0.15
C  9.6197  -15.8733  -16.9572  -0.97
O  9.8591  -16.7327  -15.9106  -0.28
C  8.7632  -17.6119  -15.6774  -0.88
H  16.2793  -15.9959  -17.7498  0.24
H  16.1426  -15.6581  -19.4867  0.29
H  15.0908  -16.8588  -18.7199  0.33
H  13.4308  -15.2722  -20.0505  0.38
H  14.1990  -13.6132  -19.8766  0.43
H  11.5864  -13.7166  -19.4772  0.39
H  12.5127  -13.3652  -18.0843  0.18
H  12.4537  -15.6996  -17.6161  0.31
H  10.2500  -14.0285  -17.6544  -0.17
H  11.2185  -14.6623  -16.2720  0.49
H  9.4818  -16.3255  -17.9393  0.43
H  8.7144  -15.2894  -16.7915  0.29
H  7.8586  -17.2165  -15.2154  0.35
H  9.0970  -18.3379  -14.9360  0.27
H  8.5310  -18.1711  -16.5838  0.37
C  14.6394  -8.5698  -26.5928  -0.87
O  13.2686  -8.5983  -25.9626  -0.34
C  12.6517  -9.8417  -26.1357  -0.88
C  12.9884  -10.7694  -24.9379  -0.44
N  11.7635  -10.7796  -24.0565  -0.01
C  11.5265  -11.9124  -23.1673  -1.34
C  12.5514  -12.0246  -22.1014  0.38
O  12.7854  -10.7623  -21.3837  -0.34
C  13.5708  -10.8619  -20.2118  -0.62
H  15.2647  -7.7688  -26.1985  0.27
H  14.4702  -8.2875  -27.6320  0.32
H  15.2054  -9.4991  -26.5277  0.34
H  12.9826  -10.3032  -27.0662  0.59
H  11.5849  -9.7996  -26.3553  0.43
H  13.8896  -10.5357  -24.3711  0.34
H  13.0983  -11.7046  -25.4870  0.25
H  11.8107  -9.9191  -23.5299  0.18
H  11.4781  -12.8946  -23.6373  0.38
H  10.6065  -11.8608  -22.5850  0.27
H  13.4938  -12.4417  -22.4564  0.59
H  12.1291  -12.7466  -21.4025  -0.18
H  13.1142  -11.4910  -19.4478  -0.01
H  13.6847  -9.8079  -19.9583  0.34
H  14.5598  -11.2936  -20.3655  0.34
C  9.5677  -3.8397  -26.7264  -0.79
O  9.6631  -4.8404  -25.7382  -0.26
C  10.1147  -6.1002  -26.2120  -0.99
C  10.1327  -7.1238  -25.0422  0.15
N  8.7722  -7.5055  -24.8540  -0.42
C  8.6511  -8.2483  -23.4952  -0.77
C  8.8411  -7.2693  -22.3277  0.62
O  7.6991  -6.4818  -22.1720  -0.35
C  7.4724  -5.8918  -20.8830  -0.66
H  9.1468  -2.9255  -26.3080  0.24
H  8.9675  -4.0653  -27.6079  0.31
H  10.5725  -3.6494  -27.1036  0.31
H  11.1068  -6.0724  -26.6625  0.50
H  9.4615  -6.4318  -27.0191  0.42
H  10.5888  -6.4179  -24.3482  0.11
H  10.8298  -7.9618  -25.0456  0.10
H  8.2804  -6.6255  -24.7921  0.39
H  9.3272  -9.0903  -23.3462  0.06
H  7.6662  -8.6964  -23.3637  0.32
H  9.8334  -6.8283  -22.4229  0.34
H  8.9314  -8.0381  -21.5603  -0.32
H  8.2595  -5.1870  -20.6150  0.31
H  7.4075  -6.6097  -20.0654  0.18
H  6.5020  -5.4095  -21.0005  0.28
C  13.7278  -17.8472  -10.7679  -0.77
O  13.1988  -17.6168  -9.4081  -0.34
C  13.3303  -18.8005  -8.5895  -0.51
C  12.2592  -18.6897  -7.5863  -0.88
N  11.0168  -18.0433  -8.1532  -0.35
C  10.1864  -18.9226  -8.8834  -0.62
C  9.4094  -18.0691  -9.8764  -0.70
O  10.2378  -17.4468  -10.8775  -0.10
C  9.6206  -16.9526  -12.0399  -0.96
H  13.0881  -18.5713  -11.2724  0.29
H  14.7641  -18.1847  -10.7514  0.34
H  13.6950  -16.9790  -11.4261  0.24
H  14.3435  -18.9282  -8.2083  0.46
H  13.0684  -19.7395  -9.0772  0.31
H  12.6358  -18.0419  -6.7947  0.34
H  12.0345  -19.6732  -7.1737  0.38
H  11.5076  -17.4534  -8.8098  0.31
H  9.7327  -19.6616  -8.2230  0.42
H  10.8305  -19.4303  -9.6014  0.28
H  8.6712  -17.4448  -9.3729  0.23
H  8.7711  -18.7792  -10.4022  0.60
H  9.9669  -17.3409  -12.9978  0.30
H  9.5766  -15.8647  -11.9901  0.18
H  8.5442  -17.1216  -12.0698  0.43
C  4.8740  -7.5910  -14.4346  -0.70
O  4.4217  -7.9484  -15.7077  -0.41
C  4.9844  -9.2246  -16.0912  -0.42
C  3.8751  -10.2329  -16.3953  -0.93
N  4.0632  -11.1129  -17.5425  -0.31
C  5.2150  -11.9660  -17.4869  -0.18
C  5.5888  -12.5810  -18.7965  -0.97
O  6.1494  -11.7130  -19.8019  -0.16
C  6.2745  -12.2901  -21.1345  -0.64
H  4.6188  -8.4130  -13.7658  0.33
H  4.3483  -6.6803  -14.1477  0.24
H  5.9446  -7.3885  -14.4063  0.28
H  5.7217  -9.6470  -15.4085  0.38
H  5.6028  -8.9000  -16.9281  0.39
H  2.8794  -9.9730  -16.7546  0.50
H  3.5971  -10.9424  -15.6159  0.35
H  3.9406  -10.8080  -18.4975  0.26
H  4.9553  -12.6891  -16.7137  0.34
H  6.1005  -11.3580  -17.3016  0.15
H  4.6651  -13.0585  -19.1235  0.48
H  6.3426  -13.3307  -18.5560  0.32
H  7.0583  -13.0475  -21.1299  0.29
H  6.6923  -11.5050  -21.7647  0.09
H  5.2726  -12.6767  -21.3210  0.35
C  13.0893  -8.6602  -10.6405  -0.74
O  12.3600  -8.3126  -9.4334  -0.40
C  11.8872  -9.5055  -8.8037  -0.07
C  10.7629  -9.3034  -7.6949  -0.55
N  11.2985  -9.4329  -6.3892  -0.43
C  12.2056  -8.3097  -6.0401  -0.70
C  11.4192  -7.0881  -5.7313  -0.55
O  10.2380  -7.3484  -4.9898  -0.37
C  10.4853  -7.2904  -3.5933  -0.77
H  13.7220  -7.8028  -10.8697  0.33
H  12.4171  -8.6915  -11.4980  0.24
H  13.7573  -9.5034  -10.4646  0.32
H  12.7341  -10.0478  -8.3833  0.39
H  11.4120  -10.1085  -9.5774  -0.01
H  10.1285  -10.1782  -7.8381  0.28
H  10.1878  -8.3853  -7.8155  0.33
H  10.4965  -9.2268  -5.8109  0.30
H  12.9228  -8.1898  -6.8522  0.43
H  12.6456  -8.7276  -5.1346  0.28
H  11.1110  -6.5932  -6.6522  0.43
H  12.1628  -6.4887  -5.2060  0.39
H  11.3124  -7.8578  -3.1668  0.31
H  9.5891  -7.7115  -3.1376  0.25
H  10.5793  -6.2430  -3.3063  0.33

## Properties
SMILES string = COCCNCCOC.COCCNCCOC.COCCNCCOC.COCCNCCOC.COCCNCCOC.COCCNCCOC.COCCNCCOC.COCCNCCOC
Total charge = 0
Largest force on an atom = 3.64 eV/A
Orbital gap = 8.83 eV
HOMO energy = -8.270 eV
LUMO level = 0.556 eV